Entry 1:
{"formula": "C41H41F3N3NaO11P4S", "method": "ωB97M-V/def2-TZVPD", "charge": -2, "total_energy_ha": -4804.84039, "homo_ev": -2.6423, "elements": ["Na", "N", "C", "C", "P", "O", "O", "O", "P", "O", "O", "O", "H", "H", "H", "H", "H", "H", "H", "H", "C", "S", "C", "C", "C", "N", "P", "C", "C", "C", "C", "C", "C", "C", "C", "C", "C", "C", "C", "P", "C", "C", "C", "C", "C", "C", "C", "C", "C", "C", "C", "C", "H", "H", "H", "H", "H", "H", "H", "H", "H", "H", "H", "H", "H", "H", "H", "H", "H", "H", "H", "H", "H", "H", "H", "H", "H", "H", "H", "H", "H", "O", "C", "C", "O", "C", "C", "O", "C", "O", "O", "F", "C", "F", "F", "C", "C", "C", "N", "C", "C", "H", "H", "H", "H"], "positions_angstrom": [[0.271080, 0.413468, 1.065018], [3.114905, -0.736542, 2.587973], [2.367348, 0.027409, 3.611148], [3.113020, 0.015367, 4.951379], [0.734744, -0.865773, 3.808568], [0.344264, -0.669663, 5.386034], [0.981621, -2.313577, 3.557030], [-0.348260, -0.111814, 3.076159], [2.244843, 1.802464, 3.027432], [0.989131, 2.317147, 3.928703], [3.445220, 2.557324, 3.455224], [1.836869, 1.774265, 1.576660], [3.368921, -1.652014, 2.948087], [3.965650, -0.246960, 2.323308], [2.347646, -1.120228, 1.141046], [3.202581, -1.009278, 5.332365], [2.594934, 0.624847, 5.691112], [4.112613, 0.429785, 4.811520], [0.783747, -1.344913, 5.906046], [0.224695, 1.747488, 3.746402], [-4.214906, 6.370326, -0.426448], [-5.095500, 5.245344, 0.667411], [-4.110841, 3.750229, 0.427273], [-2.710764, 3.820774, 1.005683], [-1.875341, 2.564796, 0.763244], [-1.706622, 2.202601, -0.683702], [-2.045164, 0.423574, -0.712414], [-3.832506, 0.523208, -0.279840], [-4.802993, 1.004502, -1.155997], [-6.136077, 1.044664, -0.782606], [-6.518364, 0.592163, 0.474093], [-5.565949, 0.091649, 1.348308], [-4.229291, 0.052858, 0.969954], [-2.321009, -0.257335, -2.390926], [-2.989942, -1.483339, -2.372236], [-3.230242, -2.184086, -3.542209], [-2.803094, -1.672677, -4.758857], [-2.116177, -0.469964, -4.786379], [-1.865673, 0.227213, -3.611254], [-0.108340, 2.794886, -1.236255], [-0.510733, 3.153143, -2.979896], [-1.778375, 3.541623, -3.418538], [-2.016635, 3.780645, -4.760502], [-0.988307, 3.623293, -5.684489], [0.267343, 3.219454, -5.260681], [0.505598, 2.981674, -3.911855], [-0.075665, 4.504876, -0.577201], [0.760361, 4.666824, 0.529669], [0.918309, 5.916731, 1.114961], [0.269146, 7.018558, 0.582558], [-0.541270, 6.873730, -0.537667], [-0.715141, 5.625574, -1.113286], [-4.775254, 7.303996, -0.461430], [-4.156562, 5.964293, -1.437848], [-3.205427, 6.584044, -0.073510], [-4.065423, 3.539537, -0.642022], [-4.691826, 2.947844, 0.885804], [-2.772887, 3.976290, 2.087855], [-2.191089, 4.688874, 0.605318], [-2.324930, 1.724956, 1.296656], [-0.905205, 2.709652, 1.258820], [-4.503440, 1.353532, -2.137877], [-6.878837, 1.434559, -1.468366], [-7.560443, 0.628721, 0.768501], [-5.856825, -0.269591, 2.327160], [-3.482208, -0.336984, 1.653871], [-3.317784, -1.906783, -1.429436], [-3.746325, -3.135944, -3.495972], [-2.985692, -2.219777, -5.676477], [-1.739561, -0.071917, -5.720577], [-1.272467, 1.120241, -3.653766], [-2.583445, 3.605577, -2.694607], [-3.008616, 4.067096, -5.090414], [-1.173375, 3.792769, -6.738946], [1.060344, 3.055407, -5.979428], [1.470334, 2.605403, -3.593729], [1.274299, 3.798987, 0.935740], [1.556609, 6.015118, 1.984113], [0.398227, 7.996511, 1.031809], [-1.039526, 7.738502, -0.962308], [-1.350352, 5.522455, -1.983896], [4.951689, -1.319792, -3.124319], [3.927981, -1.118473, -2.509928], [2.650330, -0.532375, -3.076848], [2.475088, -0.168999, -4.221529], [1.656506, -0.454498, -1.954672], [2.305008, -1.021687, -0.824236], [1.703772, -1.159370, 0.352128], [3.666083, -1.388933, -1.054716], [4.467627, -1.835515, -0.234532], [0.525863, 0.041247, -2.056180], [-0.380470, -7.318797, 1.546707], [0.596649, -6.750354, 0.802099], [0.853799, -7.610309, -0.204274], [1.693802, -6.729836, 1.577477], [0.206490, -5.388395, 0.315725], [0.238589, -5.075421, -1.035883], [-0.115320, -3.784464, -1.407424], [-0.490032, -2.864836, -0.535062], [-0.523762, -3.170152, 0.754543], [-0.168544, -4.421766, 1.238163], [0.548267, -5.799286, -1.775808], [-0.076216, -3.473172, -2.446929], [-0.784520, -2.377887, 1.447241], [-0.152500, -4.601213, 2.304091]], "atomic_forces_ev_per_a": [[-0.197, -0.139, -0.680], [0.036, -0.025, -0.206], [0.074, -0.095, 0.149], [0.073, 0.016, 0.033], [0.062, 0.147, 0.246], [-0.073, 0.210, -0.057], [-0.045, -0.120, -0.026], [-0.036, -0.027, 0.024], [-0.279, -0.175, 0.220], [0.006, 0.153, 0.031], [0.205, 0.017, -0.009], [0.082, 0.207, 0.178], [-0.065, 0.022, -0.011], [-0.005, -0.023, 0.025], [0.120, 0.027, 0.059], [-0.010, -0.002, -0.012], [0.014, 0.001, 0.007], [-0.014, 0.008, -0.015], [0.090, -0.156, 0.040], [-0.107, -0.109, -0.034], [0.124, 0.114, -0.052], [-0.074, 0.032, 0.042], [0.005, -0.075, -0.069], [-0.039, 0.008, 0.192], [0.068, 0.091, -0.076], [-0.120, -0.088, 0.093], [0.408, 0.257, 0.190], [-0.142, -0.078, 0.081], [-0.028, 0.003, 0.002], [0.036, 0.034, -0.073], [-0.048, -0.022, 0.067], [-0.027, -0.006, 0.040], [-0.005, 0.057, -0.070], [0.076, 0.133, -0.185], [-0.025, -0.016, -0.012], [-0.040, -0.046, 0.089], [0.025, 0.015, -0.098], [0.010, 0.010, 0.013], [-0.036, -0.127, 0.037], [-0.099, -0.594, -0.072], [-0.108, 0.142, -0.055], [0.057, 0.018, 0.051], [-0.018, 0.000, -0.017], [-0.036, 0.001, -0.047], [0.058, -0.022, 0.015], [-0.004, -0.006, -0.085], [0.043, 0.227, 0.006], [-0.086, -0.003, -0.026], [0.016, -0.019, 0.058], [0.000, 0.070, 0.028], [0.007, 0.029, -0.037], [0.132, -0.058, -0.027], [-0.028, -0.002, 0.021], [-0.017, -0.039, 0.006], [-0.099, -0.040, 0.010], [-0.019, 0.001, -0.003], [-0.001, -0.001, 0.011], [0.000, -0.047, -0.007], [-0.018, -0.034, 0.004], [-0.073, 0.049, 0.060], [0.031, 0.013, -0.077], [0.008, -0.004, -0.015], [0.001, -0.003, 0.002], [0.001, -0.004, 0.004], [-0.015, 0.007, -0.005], [0.020, -0.003, -0.003], [0.006, 0.014, 0.017], [0.004, 0.002, -0.014], [0.000, -0.001, 0.005], [-0.004, -0.010, -0.011], [-0.002, -0.029, -0.031], [0.001, 0.018, -0.006], [0.009, 0.006, -0.017], [-0.018, 0.001, 0.008], [-0.001, 0.001, 0.000], [0.000, -0.001, 0.028], [0.051, -0.003, 0.009], [0.000, 0.010, -0.001], [0.002, -0.003, 0.004], [0.005, -0.006, 0.001], [0.014, 0.015, 0.000], [-0.095, -0.001, 0.042], [0.176, -0.020, -0.112], [-0.163, 0.090, -0.115], [0.053, 0.001, 0.080], [0.238, -0.047, -0.091], [-0.125, 0.079, 0.019], [0.008, 0.023, -0.005], [0.190, -0.106, 0.112], [-0.077, 0.041, -0.081], [-0.045, -0.040, 0.160], [-0.015, 0.015, -0.008], [0.003, -0.096, 0.044], [-0.015, -0.015, -0.048], [0.018, 0.044, 0.024], [-0.030, 0.129, -0.027], [0.046, 0.027, 0.052], [0.113, -0.202, 0.036], [-0.416, 0.364, -0.144], [0.271, -0.125, 0.115], [0.023, -0.036, -0.057], [0.001, -0.014, 0.010], [-0.048, -0.020, -0.004], [-0.038, -0.013, 0.015], [0.006, 0.002, 0.018]]}

***

Entry 2:
{"formula": "C41H41F5KN3Se", "method": "ωB97M-V/def2-TZVPD", "charge": -2, "de_lowest_ev": 0.7917, "total_energy_ha": -5251.98778, "homo_ev": -1.3719, "elements": ["K", "C", "C", "C", "C", "C", "C", "C", "C", "C", "C", "C", "C", "C", "C", "C", "C", "C", "H", "H", "H", "H", "H", "H", "H", "H", "H", "H", "H", "H", "H", "H", "H", "H", "H", "H", "H", "H", "H", "H", "H", "H", "H", "H", "H", "H", "H", "C", "C", "N", "C", "C", "C", "C", "C", "C", "C", "N", "C", "C", "C", "C", "C", "C", "C", "C", "N", "C", "H", "H", "H", "H", "H", "H", "H", "H", "H", "H", "H", "H", "F", "C", "C", "F", "C", "F", "C", "Se", "C", "F", "C", "F"], "positions_angstrom": [[-0.322137, -0.762737, 0.023116], [-1.663908, -3.522683, -0.269582], [-1.911578, -3.087493, 1.054258], [-2.769178, -1.946136, 0.953100], [-2.990127, -1.723620, -0.427321], [-2.327006, -2.698084, -1.184921], [-2.376903, -2.922923, -2.683331], [-3.294907, -1.915150, -3.378063], [-2.931702, -4.329364, -2.968440], [-0.971419, -2.813285, -3.295154], [-3.467933, -1.088252, 2.010572], [-4.338227, -1.958180, 2.935231], [-2.488044, -0.233731, 2.835620], [-4.435724, -0.089609, 1.354990], [-1.360835, -3.931568, 2.210948], [-2.349521, -5.070843, 2.530744], [-0.024295, -4.587010, 1.801407], [-1.042194, -3.178859, 3.509808], [-1.109941, -4.411167, -0.544270], [-3.608656, -0.943441, -0.848426], [-4.299400, -1.949765, -2.949192], [-3.365744, -2.145172, -4.445958], [-2.906321, -0.903439, -3.274707], [-3.943646, -4.415890, -2.565636], [-2.312659, -5.093012, -2.494007], [-2.961317, -4.528342, -4.046289], [-0.570827, -1.808051, -3.150292], [-0.997437, -3.024248, -4.370970], [-0.292065, -3.524067, -2.820486], [-3.754849, -2.694582, 3.481495], [-5.074121, -2.497058, 2.333423], [-4.872588, -1.338661, 3.664952], [-1.748658, -0.839542, 3.351469], [-3.031745, 0.352942, 3.584131], [-1.960545, 0.468419, 2.184695], [-5.174080, -0.604811, 0.737913], [-3.899771, 0.630963, 0.734482], [-4.967358, 0.465462, 2.133626], [-2.563954, -5.636306, 1.622004], [-3.294234, -4.673194, 2.906016], [-1.934689, -5.758038, 3.278721], [-0.160450, -5.346748, 1.031540], [0.429612, -5.080307, 2.666815], [0.674873, -3.836189, 1.428605], [-1.915984, -2.719746, 3.964664], [-0.291931, -2.406758, 3.325989], [-0.625405, -3.879944, 4.239777], [-1.318979, 1.655152, -4.008010], [-1.286301, 1.083439, -2.727306], [-0.184939, 0.673506, -2.147686], [0.998406, 0.874435, -2.763968], [1.082253, 1.493121, -4.045145], [-0.135707, 1.842766, -4.667559], [2.337678, 1.787798, -4.613197], [3.470553, 1.539366, -3.873416], [3.418255, 0.926719, -2.623079], [2.206791, 0.500635, -2.049406], [2.053049, -0.109483, -0.867160], [3.032756, -0.680434, -0.151029], [4.201608, -1.275616, -0.654900], [5.159523, -1.851890, 0.178577], [5.027696, -1.850550, 1.547618], [3.862446, -1.298019, 2.119242], [3.644294, -1.242250, 3.513714], [2.484049, -0.710013, 4.003725], [1.508559, -0.270183, 3.092574], [1.671397, -0.309993, 1.793542], [2.837825, -0.762660, 1.286873], [-2.263232, 1.952026, -4.447727], [-2.203744, 0.953032, -2.159223], [-0.111779, 2.290351, -5.655725], [2.396028, 2.256146, -5.589314], [4.437190, 1.831725, -4.271850], [4.332248, 0.798142, -2.061276], [4.345680, -1.299653, -1.726303], [6.041629, -2.298996, -0.269406], [5.799464, -2.271566, 2.182390], [4.406992, -1.624458, 4.184306], [2.299989, -0.636727, 5.068364], [0.562868, 0.129577, 3.447685], [1.938272, 8.722667, 2.345300], [1.672965, 7.456024, 1.962030], [1.317943, 6.495723, 2.891471], [1.240800, 6.850284, 4.191488], [1.045001, 5.204549, 2.493361], [0.702184, 4.331309, 3.451110], [1.109533, 4.779181, 1.154070], [0.760310, 3.040997, 0.612586], [1.470347, 5.794455, 0.246863], [1.552327, 5.516193, -1.059390], [1.745249, 7.089206, 0.629888], [2.082718, 8.024052, -0.282137]], "atomic_forces_ev_per_a": [[-0.057, -0.044, 0.290], [0.004, -0.078, -0.095], [0.101, -0.045, 0.044], [-0.249, -0.057, 0.149], [-0.339, -0.080, -0.212], [-0.077, -0.027, -0.031], [0.017, -0.063, -0.060], [0.034, -0.059, 0.066], [0.047, 0.043, 0.026], [-0.102, -0.011, -0.017], [-0.021, 0.011, 0.094], [0.052, 0.041, -0.034], [-0.067, -0.085, -0.030], [0.050, -0.056, -0.012], [0.003, -0.100, 0.117], [0.031, 0.044, 0.005], [-0.092, -0.002, 0.015], [-0.020, -0.026, -0.083], [0.097, 0.064, 0.029], [0.008, 0.024, 0.042], [0.002, 0.015, -0.008], [0.010, 0.017, -0.010], [-0.031, 0.042, -0.002], [0.007, -0.038, 0.001], [-0.017, -0.002, 0.001], [-0.007, 0.005, -0.001], [0.039, -0.016, -0.005], [0.025, 0.015, 0.004], [0.017, 0.016, 0.004], [-0.033, -0.005, 0.006], [0.000, -0.019, 0.016], [0.015, 0.010, 0.000], [-0.008, 0.092, -0.023], [0.033, 0.034, -0.001], [0.004, 0.046, 0.041], [0.005, 0.013, -0.015], [-0.035, -0.002, -0.017], [0.030, 0.022, 0.007], [-0.004, 0.006, -0.005], [0.009, -0.046, -0.003], [-0.012, 0.027, 0.028], [0.009, 0.050, -0.045], [-0.016, 0.005, 0.014], [0.024, -0.024, -0.007], [0.041, -0.002, -0.004], [-0.016, 0.012, 0.037], [0.013, -0.013, 0.004], [0.058, 0.125, -0.171], [0.040, -0.100, 0.113], [-0.202, 0.276, -0.362], [0.173, 0.188, -0.343], [-0.140, -0.098, 0.299], [-0.074, -0.046, 0.085], [0.306, 0.040, -0.089], [-0.187, 0.087, -0.184], [-0.105, -0.120, 0.100], [0.407, -0.047, 0.037], [-0.149, 0.023, -0.015], [0.260, -0.061, -0.303], [-0.170, 0.072, -0.019], [0.036, -0.031, 0.267], [0.238, -0.101, -0.173], [-0.270, 0.119, -0.058], [-0.124, 0.030, 0.036], [0.126, -0.058, 0.070], [-0.030, 0.012, -0.149], [0.011, 0.092, 0.358], [0.368, -0.207, 0.107], [-0.003, -0.017, 0.011], [-0.017, -0.026, -0.040], [0.006, 0.021, 0.005], [-0.044, 0.008, 0.013], [0.008, -0.001, 0.016], [-0.003, -0.014, -0.037], [0.019, -0.005, 0.027], [-0.005, -0.005, -0.009], [-0.037, 0.022, 0.044], [0.022, 0.001, -0.013], [0.001, -0.017, -0.001], [0.018, 0.002, 0.010], [0.028, 0.107, 0.031], [-0.040, -0.153, -0.052], [0.030, 0.140, -0.002], [-0.011, -0.012, 0.091], [0.027, -0.141, -0.393], [-0.016, 0.005, 0.161], [0.037, 0.694, 0.172], [-0.085, -0.491, -0.118], [-0.101, -0.299, 0.272], [0.041, 0.083, -0.139], [0.011, 0.105, 0.103], [0.025, 0.043, -0.081]]}